No. 1
Formula: C59H55BrMoN3O3P2S3Te
Source: the OMol25 dataset
Level of theory: ωB97M-V/def2-TZVPD

Each line ends with the Löwdin charge.
Element x y z (Å)
H1 -2.060 3.109 -0.913  0.12
H2 -0.893 2.971 4.554  0.08
H3 -5.625 -0.271 2.094  0.11
C1 1.679 3.219 3.122  -0.41
C2 4.443 1.380 -1.006  -0.10
C3 -4.983 0.051 1.274  -0.02
C4 6.736 1.463 -0.297  -0.05
H4 -4.349 3.981 -4.437  0.11
H5 -1.866 0.508 -4.316  0.10
H6 2.619 7.909 3.048  0.09
H7 1.884 1.410 5.867  0.06
C5 2.983 3.680 2.934  -0.31
C6 -1.857 1.729 -2.539  -0.16
C7 1.520 4.690 0.028  -0.03
P1 3.083 -1.040 -1.411  0.44
C8 4.105 2.858 2.364  -0.04
C9 -4.774 -2.155 0.037  -0.07
C10 2.390 -4.020 3.489  0.00
C11 3.620 0.672 4.803  -0.32
H8 3.553 7.419 4.454  0.09
H9 4.082 -2.196 -6.866  0.12
H10 3.758 1.992 1.801  0.04
C12 2.320 2.176 -4.454  -0.08
H11 2.767 2.930 -3.819  0.11
H12 5.576 3.189 -0.826  0.11
Br1 -3.661 1.758 -6.257  0.79
Te1 1.176 1.167 3.097  1.51
O1 0.141 -3.771 1.404  0.10
C13 3.686 -0.520 2.680  -0.15
H13 3.377 1.401 6.799  0.09
H14 -3.665 4.556 -2.135  0.12
N1 -2.454 -2.336 0.349  0.04
H15 5.099 -0.193 -5.840  0.12
S1 -1.921 -0.238 2.002  0.66
H16 -5.257 -1.761 -0.857  0.13
S2 2.835 -2.728 -0.470  0.40
C14 0.553 5.286 -2.093  -0.04
C15 1.427 1.240 -3.926  -0.30
C16 -3.651 3.353 -3.900  -0.10
H17 4.264 5.376 3.119  0.13
C17 -0.831 0.913 -1.815  -0.68
C18 0.960 5.409 3.774  0.00
C19 1.534 -0.064 -1.182  -0.76
P2 0.964 1.312 -2.200  1.10
C20 6.750 0.079 -0.173  -0.05
C21 3.352 -1.335 -3.175  -0.35
H18 -3.397 -3.131 -1.362  0.12
H19 -1.132 3.065 2.808  0.06
C22 0.997 -2.272 4.424  -0.05
H20 3.842 -4.857 4.821  0.12
C23 -2.243 1.396 -3.833  -0.07
H21 0.141 6.026 -2.765  0.12
H22 3.312 2.884 -6.210  0.12
H23 -5.527 -2.659 0.644  0.13
N2 -4.177 -1.054 0.799  -0.14
C24 3.045 -4.136 4.704  -0.05
C25 3.250 5.013 3.243  -0.01
H24 2.604 -3.656 -5.527  0.11
C26 1.598 3.363 -0.366  -0.07
C27 -3.139 2.213 -4.502  -0.67
C28 2.583 7.324 3.969  -0.03
C29 0.620 3.963 -2.493  -0.08
O2 -0.845 1.044 -0.468  -0.39
H25 3.223 -0.786 1.736  0.04
H26 1.830 7.771 4.616  0.08
C30 -0.777 3.619 3.682  -0.08
C31 0.701 -2.917 2.050  -0.50
H27 2.662 -4.644 2.648  0.13
C32 -3.564 -3.049 -0.290  -0.09
H28 0.169 6.083 4.081  0.13
H29 4.694 3.479 1.688  0.08
C33 3.866 -1.948 -5.835  -0.06
C34 -3.263 3.670 -2.608  -0.05
H30 0.240 3.688 -3.468  0.12
C35 1.004 5.648 -0.833  -0.03
C36 2.059 1.194 -6.627  -0.04
H31 7.627 2.033 -0.073  0.12
C37 4.879 0.141 5.085  -0.03
H32 2.184 -3.139 -3.152  0.07
H33 -4.330 0.850 1.616  0.06
C38 4.454 -0.004 -0.883  -0.36
H34 4.777 2.487 3.142  0.10
C39 1.157 2.997 -1.634  -0.31
C40 5.585 2.113 -0.716  -0.07
H35 5.413 -1.720 2.306  0.11
C41 5.528 -0.703 4.200  -0.05
H36 0.952 6.681 -0.517  0.12
H37 -1.437 4.474 3.815  0.09
C42 0.885 0.255 -4.754  -0.07
H38 2.292 1.184 -7.683  0.12
H39 6.501 -1.101 4.455  0.12
H40 3.120 2.628 5.561  0.09
N3 0.762 -1.603 1.530  -0.23
H41 3.556 1.906 -1.340  0.07
C43 1.381 -3.072 3.353  -0.18
C44 2.629 2.152 -5.802  -0.05
H42 5.623 -1.736 -0.380  0.10
C45 0.647 4.081 3.521  -0.32
H43 3.174 -3.445 6.727  0.11
C46 4.185 -0.515 -3.933  -0.08
H44 1.326 -1.824 6.492  0.11
H45 2.008 2.623 0.313  0.07
C47 2.668 -3.338 5.777  -0.05
C48 2.263 5.889 3.670  -0.25
Mo1 0.270 -0.156 0.744  1.11
H46 -1.597 -2.812 0.636  0.10
H47 5.347 0.393 6.029  0.12
H48 4.659 0.351 -3.488  0.11
H49 1.859 4.978 1.012  0.09
C49 3.049 0.330 3.576  -0.47
C50 1.636 -2.419 5.643  -0.06
C51 -2.886 -1.250 1.001  -0.71
H50 -3.662 -4.050 0.127  0.13
C52 4.925 -1.047 2.999  -0.06
H51 0.180 -1.568 4.311  0.09
C53 2.784 -2.469 -3.756  -0.11
H52 0.217 -0.497 -4.356  0.10
C54 2.962 1.575 5.808  -0.05
O3 -0.918 -0.468 -2.205  -0.42
H53 -5.603 0.416 0.456  0.10
H54 7.649 -0.428 0.149  0.12
C55 -2.366 2.866 -1.922  -0.03
C56 5.614 -0.656 -0.469  -0.09
S3 0.224 -1.343 -1.413  0.92
C57 4.439 -0.823 -5.260  -0.07
C58 3.035 -2.768 -5.085  -0.06
C59 1.199 0.239 -6.102  -0.05
H55 0.771 -0.519 -6.742  0.12

As for the net charge: +2. Its spin multiplicity is 2. The energy above the lowest of the compared OMol25 structures with the same formula, charge and spin comes out at 133.75 kJ/mol. The expectation value of S² is 0.775. Its HOMO energy (alpha / beta) is -12.810 / -12.913 eV.



No. 2
Formula: C44H52N6O3W
Source: the OMol25 dataset
Level of theory: ωB97M-V/def2-TZVPD

Each line ends with the Löwdin charge.
Element x y z (Å)
H1 5.299 -0.351 2.504  0.11
C1 0.140 -5.981 0.111  -0.06
C2 -1.890 -2.180 -1.169  -0.22
C3 3.902 -2.718 1.725  -0.17
C4 4.471 0.357 2.519  -0.17
H2 -3.970 -2.047 -1.433  0.12
H3 1.288 -5.095 -1.501  0.12
C5 0.240 -5.230 -1.222  -0.17
C6 3.769 -0.077 -2.468  -0.16
C7 -2.371 3.003 0.349  0.09
C8 -5.869 -0.372 -0.667  -0.18
H4 -5.478 -2.072 0.643  0.06
C9 3.089 -1.505 1.415  -0.11
H5 -0.900 -6.196 0.357  0.07
H6 -1.115 5.805 3.263  0.07
C10 -0.835 -0.569 -4.012  0.03
C11 0.166 -2.697 -0.631  -0.19
H7 -6.331 4.352 -0.724  0.08
C12 4.087 0.666 3.970  -0.06
H8 -2.341 6.812 2.493  0.08
H9 3.270 1.388 4.023  0.07
H10 -1.260 -1.554 -3.812  0.10
H11 2.937 5.523 3.646  0.08
C13 -0.438 -3.900 -1.177  -0.10
H12 0.208 -0.729 -4.292  0.10
C14 -1.011 3.187 0.548  -0.19
H13 3.295 -2.926 3.802  0.08
H14 -7.187 -1.807 0.287  0.08
H15 2.943 4.745 1.279  0.12
H16 -6.339 2.190 0.541  0.12
C15 4.749 0.816 -2.884  0.00
C16 4.011 -1.435 -2.340  0.00
C17 2.208 0.556 1.239  -0.19
C18 1.351 -2.647 0.047  0.06
H17 -6.342 -0.749 1.419  0.09
C19 2.151 1.930 1.310  0.08
C20 -1.818 5.859 2.432  -0.06
H18 1.933 -3.555 0.123  0.12
O1 0.965 1.868 -1.794  -0.20
C21 3.311 -3.522 2.889  -0.06
H19 -5.814 -0.934 -1.603  0.12
H20 -4.196 -4.127 -0.350  0.06
H21 -1.796 5.854 0.266  0.12
C22 -3.082 -1.521 -1.115  0.07
C23 -2.942 1.783 0.113  -0.18
H22 -3.164 -5.537 -0.142  0.07
H23 -5.096 3.259 1.131  0.12
C24 -1.712 -3.583 -1.506  -0.11
H24 -3.389 -3.943 -2.761  0.12
H25 3.763 -0.238 4.486  0.08
C25 -4.380 1.602 0.004  -0.11
C26 -5.397 2.664 0.266  -0.17
N1 -0.697 -1.622 -0.745  -0.02
H26 -2.362 -5.332 -2.503  0.12
H27 2.285 -3.831 2.678  0.07
H28 -6.656 0.368 -0.814  0.12
C27 -3.257 -0.254 -0.565  -0.20
O2 1.510 -0.466 -1.865  -0.19
H29 -1.384 -0.077 -4.811  0.11
H30 -4.687 4.035 -1.284  0.07
H31 3.008 2.440 1.727  0.12
N2 -2.267 0.595 -0.160  0.00
H32 -3.025 3.858 0.441  0.12
C28 -3.724 -4.958 -0.875  -0.06
C29 -5.616 3.565 -0.956  -0.06
H33 4.838 1.259 2.024  0.12
C30 6.008 0.320 -3.171  -0.04
C31 -4.578 0.336 -0.421  -0.11
H34 2.365 3.854 3.595  0.06
H35 0.561 -5.401 0.934  0.07
C32 3.328 -0.214 1.746  -0.11
H36 0.675 -6.927 0.055  0.09
C33 2.137 4.877 3.288  -0.06
H37 5.487 -2.968 -2.548  0.12
H38 3.981 -3.349 0.836  0.11
H39 1.214 5.172 3.785  0.07
H40 3.903 -4.416 3.077  0.08
C34 1.833 -1.517 0.690  -0.20
C35 -1.088 5.734 1.090  -0.17
H41 4.938 1.078 4.509  0.08
H42 -0.209 -5.832 -2.012  0.12
H43 -2.550 5.062 2.568  0.07
C36 6.275 -1.038 -3.047  -0.04
H44 -0.366 6.545 0.989  0.12
H45 4.921 -2.415 1.965  0.11
H46 3.219 -2.099 -2.025  0.11
C37 -0.377 4.429 0.948  -0.10
W1 -0.183 0.387 -0.820  1.96
H47 6.784 0.997 -3.500  0.12
H48 -4.511 -5.594 -1.278  0.09
N3 2.196 1.636 -2.122  0.10
C38 -6.241 -1.307 0.488  -0.06
C39 5.279 -1.911 -2.635  -0.05
N4 2.456 0.410 -2.148  -0.13
C40 1.045 2.690 0.986  -0.21
N5 -0.128 2.156 0.527  0.00
C41 1.996 4.992 1.765  -0.17
O3 -1.493 1.243 -2.549  0.08
C42 0.914 4.117 1.226  -0.10
H49 -6.005 2.988 -1.794  0.08
C43 -2.805 -4.471 -2.002  -0.17
N6 1.266 -0.271 0.646  0.01
H50 1.780 6.027 1.497  0.12
C44 -0.864 0.227 -2.763  -0.40
H51 4.529 1.869 -2.984  0.12
H52 7.261 -1.416 -3.280  0.12

As for the net charge: +2. The energy above the lowest of the compared OMol25 structures with the same formula, charge and spin comes out at 150.12 kJ/mol. Its HOMO energy (alpha / beta) is -12.251 / -12.251 eV.



No. 3
Formula: C30H40BrCaF6N7O6S3
Source: the OMol25 dataset
Level of theory: ωB97M-V/def2-TZVPD

Each line ends with the Löwdin charge.
Element x y z (Å)
Ca1 0.214 1.046 -0.226  1.29
C1 -4.900 5.772 0.494  -0.08
F1 5.221 -0.253 0.771  0.13
H1 2.702 -3.169 -1.034  0.07
H2 -0.206 3.836 -4.753  0.08
C2 -3.570 5.982 0.824  -0.07
F2 -0.482 3.245 4.053  0.15
H3 -1.591 5.138 0.799  0.12
H4 3.939 -1.627 -2.649  0.11
C3 -0.513 -2.564 -1.490  -0.18
H5 6.667 1.022 -2.605  0.12
C4 3.888 -0.828 -3.394  -0.16
H6 -2.726 5.388 -3.664  0.09
H7 2.504 -3.984 0.836  0.07
H8 1.206 -4.738 1.749  0.10
O1 -2.153 1.525 -0.091  -0.16
C5 0.625 3.038 3.343  -0.68
H9 -2.622 -0.280 1.610  0.07
H10 -1.978 3.993 -2.919  0.07
C6 -1.723 1.337 -2.986  -0.14
N1 3.006 0.230 -2.932  0.03
H11 -3.071 4.197 -5.775  0.14
C7 -0.478 -2.373 2.820  -0.04
H12 4.971 2.237 -1.450  0.11
F3 0.546 3.726 2.210  0.14
S1 2.768 -0.027 1.606  0.59
C8 -1.573 -1.880 0.590  -0.18
H13 -2.330 1.914 -6.187  0.13
H14 -3.127 -0.496 -1.160  0.03
H15 -1.643 -3.074 -3.249  0.08
N2 -0.615 0.773 -2.572  -0.02
C9 -2.715 4.298 -3.667  -0.06
C10 -5.289 4.575 -0.087  -0.14
O2 2.356 -0.330 0.244  -0.37
H16 -0.683 3.846 -6.454  0.08
O3 2.829 -1.107 2.537  -0.24
S2 2.318 2.497 -1.713  0.60
C11 -1.578 -1.954 -0.809  -0.19
H17 0.509 -2.104 3.194  0.06
C12 -0.949 4.211 -5.461  -0.07
H18 -3.700 3.952 -3.344  0.07
C13 0.558 -3.036 0.632  -0.19
C14 4.495 0.608 1.494  -0.67
C15 -1.906 2.756 -0.183  -0.68
C16 1.611 -3.776 1.419  -0.03
N3 0.152 0.621 -3.672  -0.03
Br1 -5.000 2.002 -1.156  0.82
C17 5.270 -0.254 -3.658  -0.16
N4 -0.440 1.071 -4.709  0.10
H19 1.922 -3.233 2.305  0.05
H20 -0.729 -3.348 3.248  0.10
N5 4.723 1.444 -2.016  0.02
F4 4.551 1.804 0.919  0.13
O4 -0.752 3.201 -0.413  -0.14
H21 5.227 0.435 -4.504  0.12
C18 -0.496 -2.417 1.312  -0.18
H22 5.925 -0.230 -1.608  0.11
H23 -5.640 6.539 0.680  0.11
H24 5.969 -1.053 -3.903  0.12
C19 3.412 1.302 -2.249  -0.83
C20 -4.347 3.582 -0.315  -0.58
H25 1.811 -3.341 -2.533  0.06
O5 0.865 0.595 4.280  -0.23
O6 -0.389 0.907 2.175  -0.37
H26 -2.574 1.592 -2.376  0.07
C21 -2.536 2.263 -5.176  -0.10
C22 -2.638 4.991 0.569  -0.01
H27 -1.174 -1.639 3.214  0.07
H28 -3.616 -2.157 -1.495  0.10
C23 -3.008 3.768 0.011  -0.15
C24 -2.355 3.780 -5.058  -0.40
H29 -3.258 6.916 1.272  0.11
C25 5.739 0.482 -2.417  -0.17
C26 -2.785 -1.447 -1.566  -0.06
H30 -0.353 -1.924 -3.572  0.06
H31 -2.969 -1.896 2.230  0.08
H32 -3.670 -1.368 0.717  0.07
C27 -2.771 -1.323 1.326  -0.03
F5 5.015 0.692 2.710  0.16
N6 -1.633 1.527 -4.299  -0.07
H33 -6.320 4.407 -0.364  0.09
H34 2.033 0.238 -3.217  0.06
F6 1.676 3.456 4.039  0.16
H35 3.460 -1.248 -4.303  0.13
H36 -0.876 5.299 -5.466  0.08
S3 0.760 1.230 3.010  0.61
H37 0.009 -3.623 -3.305  0.07
C28 1.800 -3.596 -1.476  -0.05
H38 1.882 -4.683 -1.394  0.09
C29 0.581 -3.053 -0.769  -0.18
C30 -0.623 -2.801 -2.980  -0.05
H39 -3.553 1.975 -4.905  0.13
H40 -2.573 -1.304 -2.623  0.06
N7 2.049 1.281 2.097  -0.31

As for the net charge: 0. The energy above the lowest of the compared OMol25 structures with the same formula, charge and spin comes out at 54.70 kJ/mol. Its HOMO energy is -8.180 eV.



- Number 2 is which compound?
  C44H52N6O3W